No. 1
Density functional theory data (ωB97M-V with the def2-TZVPD basis set) for a 13-piece molecular cluster, C10H47N13O13 overall in a non-equilibrium geometry.

Positions of all 83 atoms, in Å:
C1 2.62890 27.90188 -12.71788
C2 1.25882 28.51487 -12.87817
C3 1.30486 30.03174 -13.06555
O1 1.97763 30.53128 -14.24952
C4 1.63746 31.89633 -14.50062
N1 0.59422 27.95458 -13.99101
H1 3.04046 28.01181 -11.71457
H2 3.35510 28.26855 -13.44336
H3 2.58685 26.82202 -12.86003
H4 0.64714 28.28388 -12.00604
H5 1.82548 30.39346 -12.17886
H6 0.32202 30.48038 -13.20991
H7 0.59549 32.06979 -14.23174
H8 1.96618 32.19637 -15.49561
H9 2.00699 32.66838 -13.82572
H10 0.88535 26.99005 -14.06194
H11 0.93694 28.42154 -14.81842
O2 6.24351 22.76521 -8.72486
H12 5.32617 23.03662 -8.69232
H13 6.62997 23.12956 -7.92854
O3 -3.68389 27.46827 -10.23655
H14 -4.60970 27.26445 -10.36908
H15 -3.32287 27.53044 -11.12089
O4 6.21125 31.59108 -16.29988
H16 5.43282 31.63884 -15.74490
H17 6.56093 32.48213 -16.30000
O5 -0.73315 36.33419 -11.27228
H18 -1.06120 35.44467 -11.14045
H19 -0.34041 36.57207 -10.43240
O6 2.23724 22.40048 -15.80581
H20 2.15023 21.90836 -14.98944
H21 3.17944 22.53769 -15.90407
O7 -1.03375 38.46416 -15.84439
H22 -1.03131 37.91230 -15.06229
H23 -1.54407 37.96948 -16.48556
C5 5.97095 34.90749 -10.91834
O8 6.63017 33.88242 -10.65305
N2 5.89265 35.45032 -12.09051
N3 5.29999 35.60723 -10.04009
H24 6.52163 35.10127 -12.79948
H25 5.43460 36.32771 -12.29166
H26 5.38500 35.30922 -9.07881
H27 4.73875 36.34292 -10.44490
C6 0.00956 23.63697 -8.37200
O9 0.90544 23.18547 -7.71948
N4 -0.56835 24.72625 -8.00720
N5 -0.17551 23.32410 -9.60440
H28 -0.20613 25.06879 -7.12881
H29 -1.32020 25.22916 -8.45655
H30 0.29172 22.54085 -10.03835
H31 -0.65537 23.98383 -10.19987
C7 3.48594 26.72365 -19.38910
O10 4.37531 26.04989 -18.98389
N6 2.39160 26.30444 -19.95429
N7 3.35142 27.97291 -19.24233
H32 1.71747 26.95085 -20.33879
H33 2.25984 25.30383 -19.91534
H34 4.09045 28.39509 -18.69852
H35 2.86912 28.47556 -19.97365
C8 -4.72484 29.50331 -16.89380
O11 -5.67287 30.06628 -17.39802
N8 -4.81470 28.22549 -16.53517
N9 -3.56055 29.99213 -16.54578
H36 -5.68054 27.80603 -16.84252
H37 -4.02744 27.61661 -16.36311
H38 -2.92492 29.54356 -15.90168
H39 -3.52478 30.99114 -16.68999
C9 7.38935 21.21082 -14.92873
O12 7.40083 20.15013 -14.37024
N10 7.65521 21.29287 -16.22193
N11 7.18505 22.32837 -14.30899
H40 7.90567 20.40391 -16.63072
H41 7.70978 22.18248 -16.69704
H42 6.94574 22.31145 -13.32790
H43 6.91943 23.09256 -14.91362
C10 -6.02934 36.44407 -16.73407
O13 -4.89026 35.98480 -16.64845
N12 -7.01302 35.71523 -17.10225
N13 -6.37303 37.66013 -16.55324
H44 -7.02565 34.72390 -17.29517
H45 -7.91733 36.13807 -17.25564
H46 -7.26499 38.02438 -16.85629
H47 -5.65316 38.25658 -16.17096


No. 2
Density functional theory data (ωB97M-V with the def2-TZVPD basis set) for one molecule with the formula C10H4ClF9O3.

Positions of all 27 atoms, in Å:
O1 3.22088 -2.79066 0.98260
C1 3.12096 -1.73200 0.47555
O2 3.68495 -0.57958 0.99305
C2 3.03761 0.49342 0.41433
O3 3.40633 1.61122 0.55597
C3 1.97493 -0.01151 -0.50529
C4 0.97145 0.87490 -1.16437
C5 0.37074 1.92600 -0.20729
C6 -1.00711 1.71653 0.39777
F1 -1.98421 2.19408 -0.40325
F2 -1.05353 2.46748 1.52970
C7 -1.41120 0.28935 0.87114
F3 -0.35981 -0.22681 1.53598
F4 -2.42312 0.42763 1.74551
C8 -1.86857 -0.74965 -0.21703
F5 -2.11353 -0.16153 -1.39586
F6 -0.87221 -1.63591 -0.40159
C9 -3.12372 -1.57805 0.16666
F7 -2.93538 -2.19350 1.33261
F8 -3.31469 -2.50327 -0.78209
F9 -4.20815 -0.80907 0.22815
C10 2.23129 -1.30816 -0.65088
Cl1 1.65134 -2.39878 -1.80439
H1 1.47192 1.43009 -1.96050
H2 0.21097 0.24521 -1.62242
H3 0.28213 2.87389 -0.74066
H4 1.03972 2.12870 0.62660

As for the SMILES: O=C1OC(=O)C(CCC(F)(F)C(F)(F)C(F)(F)C(F)(F)F)=C1Cl.


No. 3
Density functional theory data (ωB97M-V with the def2-TZVPD basis set) for one molecule with the formula C10H4F6N4O5 in a non-equilibrium geometry.

Positions of all 29 atoms, in Å:
N1 2.15582 -2.34225 2.14504
C1 1.34894 -1.63863 1.75054
C2 0.30792 -0.71293 1.34208
C3 -0.93653 -1.61104 1.19660
O1 -0.95609 -2.48490 0.39410
N2 -2.04654 -1.49359 2.12462
C4 -2.27706 -0.22459 2.70474
O2 -3.09253 0.53823 2.34526
F1 -1.47759 0.04866 3.74075
C5 0.73754 0.08249 0.04555
C6 2.19646 0.22684 0.08184
N3 3.33243 0.32871 0.09339
C7 0.42204 -0.68973 -1.23759
O3 1.20976 -0.15298 -2.29272
C8 0.57596 -0.06991 -3.49438
F2 -0.58589 0.61011 -3.41619
F3 0.27623 -1.30940 -3.96666
F4 1.40027 0.54576 -4.35672
N4 0.23234 1.47780 0.13440
C9 -1.17009 1.60693 0.12229
O4 -1.94902 0.99689 -0.52497
F5 -1.53384 2.53771 0.99281
C10 0.88526 2.46517 -0.66866
O5 0.66154 2.72257 -1.79481
F6 1.77406 3.11797 0.05593
H1 0.23990 0.00046 2.15274
H2 -1.83927 -2.14979 2.87947
H3 -0.63099 -0.71347 -1.47224
H4 0.73900 -1.71306 -1.07724

As for the SMILES: N#C[C@H](C(=O)NC(=O)F)[C@@](C#N)(COC(F)(F)F)N(C(=O)F)C(=O)F.


Number 1: gap between HOMO and LUMO 9.41 eV. Number 2: gap between HOMO and LUMO 9.79 eV. Number 3: gap between HOMO and LUMO 10.89 eV.